Entry 1:
Molecular formula: C4H8O
Method: DFT, ωB97M-V with the def2-TZVPD basis set

Results
highest occupied orbital energy (alpha / beta) = 0.9871 / -2.8273 eV
Kohn-Sham gap (alpha / beta) = 3.3273 / 7.0403 eV
E_LUMO (alpha / beta) = 4.31 / 4.21 eV
energy relative to the best compared isomer or geometry (same formula, charge and spin) = 32.90 kcal per mole

The geometry in ORCA input format:
```
! wB97M-V def2-TZVPD RIJCOSX def2/J DEFGRID3
* xyz -1 2
O 1.0783 0.3613 2.2099
C 0.3387 0.1970 1.2526
C 0.5653 0.6059 -0.3679
C -0.0251 -0.4911 -1.3614
C -1.5726 -0.5045 -1.3295
H -0.4907 -0.5026 1.3355
H 0.1194 1.6413 -0.4150
H 1.6268 0.6686 -0.5652
H 0.4316 -0.3293 -2.3775
H 0.1824 -1.5076 -0.8374
H -2.0189 -1.4112 -1.7793
H -2.2750 0.2413 -1.9690
H -2.0400 -0.5347 -0.2340
*
```

***

Entry 2:
Molecular formula: C34H65Cl2F5NO2S
Method: DFT, ωB97M-V with the def2-TZVPD basis set

Results
highest occupied orbital energy = -12.2104 eV
Kohn-Sham gap = 6.8431 eV
E_LUMO = -5.37 eV

The geometry in ORCA input format:
```
! wB97M-V def2-TZVPD RIJCOSX def2/J DEFGRID3
* xyz 1 1
C 2.4588 -3.4417 0.4849
C 2.0232 -3.3922 -1.0097
Cl 3.4014 -3.3855 -2.1528
C 0.9769 -2.2902 -1.3264
Cl -0.4992 -2.7522 -0.4516
C 1.4478 -0.8714 -1.0359
C 2.7463 -0.5943 -0.6866
N 3.1779 0.6464 -0.4708
C 2.3633 1.6916 -0.5503
C 1.0576 1.5416 -0.8880
C 0.6011 0.2589 -1.1384
S -1.1408 0.2038 -1.6526
O -1.3835 -0.8292 -2.6079
O -1.3989 1.4835 -2.2418
C -2.3034 0.1197 -0.1849
F -2.6292 1.3666 0.1743
F -1.7646 -0.4576 0.8946
C -3.6527 -0.5638 -0.6197
F -3.4778 -1.8716 -0.7467
F -4.5913 -0.3108 0.2833
F -4.0569 -0.0115 -1.7628
H 1.8406 -2.7329 1.0499
H 2.3942 -4.4459 0.9025
H 3.4918 -3.0877 0.5826
H 1.4893 -4.3319 -1.1774
H 0.8106 -2.3504 -2.4096
H 3.4723 -1.3916 -0.5756
H 4.1549 0.8045 -0.2386
H 2.7982 2.6653 -0.3471
H 0.4140 2.4124 -0.9577
C 6.3863 3.8278 5.1749
C 5.0248 3.2315 5.5192
C 4.7833 1.8645 4.8806
C 4.7757 1.8574 3.3516
C 3.7499 2.7898 2.7071
C 2.3072 2.4283 3.0485
H 6.4929 4.0052 4.1030
H 6.5210 4.7845 5.6802
H 7.1925 3.1644 5.4941
H 4.2348 3.9319 5.2326
H 4.9556 3.1216 6.6037
H 3.8359 1.4634 5.2523
H 5.5554 1.1699 5.2241
H 4.5895 0.8308 3.0105
H 5.7709 2.1195 2.9808
H 3.8747 2.7409 1.6175
H 3.9452 3.8266 2.9880
H 2.0741 1.4066 2.7316
H 1.6176 3.1052 2.5379
H 2.1125 2.5075 4.1171
C -1.9404 -5.5677 1.2649
C -0.5381 -5.5322 1.8639
C 0.2289 -6.8428 1.6908
C -0.3950 -8.0565 2.3807
C -0.5990 -7.9082 3.8879
C 0.7042 -7.7204 4.6586
H -2.5683 -6.3160 1.7484
H -2.4305 -4.5986 1.3875
H -1.9013 -5.7915 0.1959
H -0.5973 -5.2621 2.9220
H 0.0279 -4.7344 1.3766
H 1.2526 -6.7035 2.0546
H 0.3196 -7.0627 0.6209
H 0.2407 -8.9267 2.1917
H -1.3582 -8.2844 1.9158
H -1.0960 -8.8081 4.2582
H -1.2755 -7.0761 4.1026
H 1.3776 -8.5644 4.4967
H 0.5059 -7.6519 5.7293
H 1.2223 -6.8062 4.3622
C 4.2524 3.1502 -3.3469
C 3.3296 4.2890 -2.9234
C 2.7187 5.0435 -4.1022
C 3.7275 5.7501 -5.0090
C 4.6296 6.7643 -4.3061
C 3.8623 7.9300 -3.6892
H 5.1102 3.5144 -3.9109
H 4.6373 2.6248 -2.4659
H 3.7169 2.4252 -3.9651
H 3.8730 4.9775 -2.2697
H 2.5133 3.8728 -2.3207
H 1.9989 5.7717 -3.7191
H 2.1380 4.3425 -4.7104
H 3.1777 6.2561 -5.8073
H 4.3561 5.0052 -5.5058
H 5.3368 7.1613 -5.0382
H 5.2319 6.2727 -3.5360
H 3.2906 8.4654 -4.4494
H 4.5529 8.6386 -3.2299
H 3.1714 7.5958 -2.9128
C -10.3122 1.5889 -2.4450
C -10.0462 0.4054 -1.5201
C -8.7004 0.4892 -0.8017
C -7.4746 0.4804 -1.7170
C -7.3601 -0.7346 -2.6373
C -7.2191 -2.0534 -1.8825
H -9.5763 1.6486 -3.2485
H -11.2962 1.4973 -2.9072
H -10.2897 2.5288 -1.8891
H -10.1181 -0.5266 -2.0877
H -10.8377 0.3658 -0.7672
H -8.6293 -0.3381 -0.0889
H -8.6753 1.4036 -0.2003
H -6.5787 0.5394 -1.0938
H -7.4719 1.3863 -2.3302
H -6.4814 -0.6029 -3.2755
H -8.2201 -0.7875 -3.3096
H -6.3373 -2.0425 -1.2372
H -7.1096 -2.8829 -2.5834
H -8.0930 -2.2607 -1.2635
*
```

***

Entry 3:
Molecular formula: C5H11BrCsIOP
Method: DFT, ωB97M-V with the def2-TZVPD basis set

Results
highest occupied orbital energy = -11.6855 eV
Kohn-Sham gap = 8.2336 eV
E_LUMO = -3.45 eV

The geometry in ORCA input format:
```
! wB97M-V def2-TZVPD RIJCOSX def2/J DEFGRID3
* xyz 1 1
C -0.0084 -0.5270 2.2233
C -0.9112 0.7101 1.6737
Br 0.0706 2.4668 1.8222
C -1.5340 0.5017 0.2080
P -0.3443 -0.2501 -1.0837
C 0.8829 -1.1285 -2.2672
C 2.1385 -0.1440 -2.5549
O 3.3156 -0.4360 -2.2055
I 1.6690 1.7477 -3.5556
H 0.6503 -0.0958 3.0993
H -0.6671 -1.3600 2.7212
H 0.7185 -0.9702 1.4669
H -1.8258 0.8034 2.4103
H -2.5446 -0.0651 0.2512
H -1.8126 1.5588 -0.1826
H 0.7462 0.5026 -0.5288
H -0.7143 -1.5697 -0.5844
H -1.1463 0.2228 -2.1900
H 0.4037 -1.5069 -3.2423
H 1.3535 -2.0515 -1.7490
Cs -0.4402 1.5910 4.2683
*
```

***

Entry 4:
Molecular formula: C29H64AlN6O6S2
Method: DFT, ωB97M-V with the def2-TZVPD basis set

Results
highest occupied orbital energy = -4.1587 eV
Kohn-Sham gap = 6.2191 eV
E_LUMO = 2.06 eV

The geometry in ORCA input format:
```
! wB97M-V def2-TZVPD RIJCOSX def2/J DEFGRID3
* xyz -1 1
C -2.4452 -4.3436 4.9137
C -1.3010 -3.3395 4.6799
C -1.7307 -1.8735 4.5745
C -2.9801 -1.6263 3.7324
C -3.1230 -0.1633 3.3161
C -3.7452 -0.0009 1.9195
Al -2.5238 -0.7268 0.4446
C -1.4309 0.7532 -0.4481
C -0.0437 0.9880 0.1600
C 1.1433 0.3182 -0.5393
S 1.6121 -1.3696 -0.0955
C 0.6849 -2.5058 -1.1019
S -0.1190 -1.9765 -2.4235
N 0.8076 -3.8049 -0.6999
C 0.1847 -4.7828 -1.6009
C 0.1344 -6.1311 -0.8779
O -0.7112 -6.1122 0.2564
C -0.8395 -4.7976 0.7908
C 0.4908 -4.0884 0.7153
H -2.4786 -5.0778 4.1173
H -2.2687 -4.8859 5.8380
H -3.4068 -3.8582 5.0182
H -0.6364 -3.4068 5.5404
H -0.6913 -3.6057 3.8241
H -0.9227 -1.3324 4.0854
H -1.8542 -1.4078 5.5500
H -3.0391 -2.2995 2.8826
H -3.8412 -1.8586 4.3640
H -2.1495 0.3204 3.3025
H -3.7221 0.3625 4.0588
H -4.7378 -0.4518 1.8522
H -3.8551 1.0746 1.7341
H -1.4826 -1.7369 1.1531
H -3.3819 -1.5327 -0.6732
H -2.0232 1.6633 -0.3326
H -1.3600 0.6005 -1.5116
H 0.1671 2.0582 0.0689
H -0.0389 0.7703 1.2277
H 1.0303 0.4290 -1.6121
H 2.0274 0.8865 -0.2542
H -0.8369 -4.5311 -1.8634
H 0.8307 -4.9034 -2.4638
H -0.3022 -6.8327 -1.5872
H 1.1367 -6.4923 -0.6379
H -1.1684 -4.8434 1.8247
H -1.5850 -4.2128 0.2575
H 1.2752 -4.7349 1.1101
H 0.4671 -3.2077 1.3387
C -0.2324 2.2599 7.0923
C -1.5920 1.6189 6.9343
O -2.0527 1.3413 5.8451
N -2.2978 1.3528 8.0734
C -1.9154 1.6065 9.4479
H 0.1962 2.4028 6.1054
H -0.3187 3.2310 7.5826
H 0.4308 1.6171 7.6730
H -3.1925 0.9238 7.8967
H -1.8931 0.6682 10.0061
H -2.6424 2.2717 9.9190
H -0.9350 2.0674 9.4999
C 1.4439 2.0468 -4.2397
C 0.4482 2.9051 -3.4924
O -0.2916 2.4466 -2.6442
N 0.4035 4.2379 -3.8036
C 1.1994 4.9579 -4.7756
H 1.3629 1.0226 -3.8875
H 1.2359 2.0641 -5.3112
H 2.4634 2.3922 -4.0626
H -0.2803 4.7503 -3.2697
H 1.7674 5.7488 -4.2799
H 0.5482 5.4174 -5.5233
H 1.8927 4.2919 -5.2776
C 5.9833 -0.8553 -4.1775
C 4.7116 -0.5291 -3.4290
O 3.7663 0.0145 -3.9844
N 4.6521 -0.8599 -2.1164
C 5.6684 -1.4954 -1.3052
H 5.8738 -0.5300 -5.2072
H 6.8364 -0.3359 -3.7396
H 6.1699 -1.9301 -4.1706
H 3.7733 -0.6247 -1.6736
H 5.2799 -2.4322 -0.9014
H 5.9331 -0.8448 -0.4693
H 6.5610 -1.7032 -1.8863
C 6.6022 0.9561 -9.1961
C 6.3556 -0.1718 -8.2216
O 7.2607 -0.6887 -7.5852
N 5.0751 -0.5953 -8.0646
C 3.8752 -0.1040 -8.7154
H 7.6645 1.1791 -9.2050
H 6.2950 0.6685 -10.2023
H 6.0580 1.8510 -8.8922
H 4.9785 -1.3453 -7.3974
H 3.1753 0.2628 -7.9632
H 3.3975 -0.9147 -9.2681
H 4.1069 0.7014 -9.4038
C -5.8428 5.0540 0.6825
C -6.9062 4.8987 1.7429
O -8.0815 5.1615 1.5292
N -6.5083 4.4499 2.9601
C -5.1669 4.0966 3.3967
H -6.3115 5.4173 -0.2268
H -5.0864 5.7729 0.9998
H -5.3662 4.0955 0.4735
H -7.2641 4.3602 3.6200
H -5.1538 3.0524 3.7104
H -4.8903 4.7240 4.2467
H -4.4409 4.2317 2.6036
*
```

***

Entry 5:
Molecular formula: C23H32GaN4O7S3
Method: DFT, ωB97M-V with the def2-TZVPD basis set

Results
highest occupied orbital energy = -10.8566 eV
Kohn-Sham gap = 7.8369 eV
E_LUMO = -3.02 eV
energy relative to the best compared isomer or geometry (same formula, charge and spin) = 81.43 kcal per mole

The geometry in ORCA input format:
```
! wB97M-V def2-TZVPD RIJCOSX def2/J DEFGRID3
* xyz 1 1
Ga -0.5449 -2.2659 -0.1120
O -0.4935 -2.1170 4.2073
S 0.0848 -1.3682 3.1357
O 1.5265 -1.4369 2.9927
O -0.6050 -1.5911 1.8432
C -0.2384 0.3623 3.5020
C -1.0240 0.6149 4.6114
C -1.2821 1.9165 5.0306
C -0.7416 2.9891 4.3476
C 0.0551 2.7601 3.2336
C 0.2994 1.4595 2.8118
S 1.2455 1.3542 1.3321
O 1.6306 2.6666 0.9166
O 2.6820 0.7118 1.8181
O 0.6793 0.4628 0.3708
H -1.4154 -0.2328 5.1570
H -1.9019 2.0806 5.9021
H -0.9240 4.0034 4.6737
H 0.4845 3.5854 2.6854
C 2.8773 3.2725 -2.4368
C 3.9374 2.2527 -2.8373
C 4.7623 1.7453 -1.6630
N 3.9355 1.0826 -0.6377
C 4.0731 -0.1135 -0.1520
S 3.1728 -0.7298 1.1983
N 4.9094 -1.0552 -0.6706
C 5.1578 -1.3905 -2.0418
O 6.1798 -1.9565 -2.3040
C 4.0854 -1.0716 -3.0125
C 2.7373 -1.0815 -2.6652
C 1.7799 -0.8075 -3.6286
C 2.1671 -0.5138 -4.9292
C 3.5128 -0.5147 -5.2782
C 4.4726 -0.8056 -4.3245
H 2.3996 3.6879 -3.3227
H 3.3132 4.1029 -1.8765
H 2.0881 2.8306 -1.8267
H 4.6458 2.7061 -3.5337
H 3.4779 1.4107 -3.3581
H 5.2509 2.5836 -1.1605
H 5.5378 1.0560 -1.9830
H 3.2227 1.6694 -0.2088
H 5.4041 -1.6448 -0.0124
H 2.4123 -1.3384 -1.6629
H 0.7317 -0.8328 -3.3619
H 1.4175 -0.2946 -5.6781
H 3.8106 -0.2988 -6.2952
H 5.5245 -0.8301 -4.5779
C -6.4350 0.4398 0.4025
C -5.6868 -0.4857 1.3496
N -4.7870 -1.4042 0.6462
C -5.4076 -2.6271 0.1365
C -5.2473 -3.8020 1.0925
C -3.4755 -1.1804 0.5034
C -2.9110 0.1060 1.0352
N -2.6616 -2.0116 -0.0936
H -7.1254 1.0726 0.9597
H -7.0146 -0.1249 -0.3282
H -5.7429 1.0835 -0.1417
H -6.3857 -1.0993 1.9204
H -5.1192 0.0863 2.0789
H -5.0045 -2.8542 -0.8527
H -6.4634 -2.4076 -0.0173
H -4.1967 -4.0221 1.2828
H -5.7168 -4.6945 0.6798
H -5.7202 -3.5827 2.0501
H -2.8446 0.0684 2.1239
H -3.5369 0.9520 0.7553
H -1.9110 0.2571 0.6421
H -3.1208 -2.8455 -0.4438
*
```

***

Entry 6:
Molecular formula: H10NO3
Method: DFT, ωB97M-V with the def2-TZVPD basis set

Results
highest occupied orbital energy = -15.7775 eV
Kohn-Sham gap = 12.7390 eV
E_LUMO = -3.04 eV
energy relative to the best compared isomer or geometry (same formula, charge and spin) = 1.88 kcal per mole

The geometry in ORCA input format:
```
! wB97M-V def2-TZVPD RIJCOSX def2/J DEFGRID3
* xyz 1 1
N 0.0366 -0.0511 0.4091
H -0.1642 -1.0190 0.0883
H -0.0035 -0.0261 1.4262
H -0.6655 0.6002 0.0382
H 0.9593 0.2792 0.0519
H 0.4123 -3.2271 -0.9354
H -1.1018 -3.1099 -0.8546
O -0.2885 -2.6736 -0.5698
H 3.0260 1.5964 -0.2757
H 2.8050 0.6529 -1.4774
O 2.3709 1.0384 -0.7084
H -2.2295 2.1162 1.6728
H -2.9489 2.1153 0.3353
O -2.2081 1.7080 0.7994
*
```